Record 1
ORCA calculation (ωB97M-V/def2-TZVPD) on a cluster of 2 separate species, C2H8N2O2 in total.

Each line ends with the Mulliken spin population.
Atoms and positions in Å:
O -1.935 -0.479 -2.090  0.370
C -1.764 -0.838 -0.948  -0.133
N -0.639 -0.395 -0.269  0.664
C 0.186 0.674 -0.805  0.014
N 1.063 1.206 0.164  0.036
H -2.460 -1.508 -0.449  -0.001
H -0.427 -0.931 0.593  -0.028
H -0.535 1.374 -1.226  0.040
H 0.797 0.319 -1.642  0.035
H 2.004 1.029 -0.135  -0.002
H 0.827 2.108 0.534  0.003
H 0.400 -0.583 2.524  0.000
H 1.640 -0.727 1.779  -0.001
O 0.842 -1.249 1.972  0.000

Calculated values
Total energy ... -9269.59583 eV
Frontier orbital gap (spin up / spin down) ... 0.417 / 0.224 Ha
Energy relative to the best compared isomer or geometry (same formula, charge and spin) ... 97.8 kJ/mol
Spin multiplicity ... 2
Net charge ... +1
E_HOMO (spin up / spin down) ... -15.3 / -15.1 eV
Strongest force on any atom ... 1.15 eV Å⁻¹

Record 2
ORCA calculation (ωB97M-V/def2-TZVPD) on a structure of composition C26H24F5NOP2ReS.

Each line ends with the Mulliken spin population.
Atoms and positions in Å:
C 0.104 2.232 -4.147  -0.044
C -0.042 2.082 -2.766  0.039
C -0.903 1.052 -2.306  0.104
C -1.364 0.030 -3.161  0.082
C -1.220 0.215 -4.542  -0.026
C -0.510 1.319 -5.026  0.136
C -1.886 -1.153 -2.425  -0.018
C -2.874 -0.702 -1.406  0.080
C -2.395 0.339 -0.589  0.081
C -2.970 0.626 0.681  0.097
C -4.187 0.011 0.984  -0.052
C -4.767 -0.905 0.095  0.145
C -4.113 -1.284 -1.087  -0.038
H 0.729 3.037 -4.529  0.000
H -1.666 -0.518 -5.234  0.002
H -0.381 1.465 -6.104  0.001
H -2.297 -1.912 -3.093  0.000
H -4.661 0.234 1.942  0.000
H -5.725 -1.364 0.358  0.002
H -4.541 -2.033 -1.761  0.001
N -1.212 0.979 -0.951  0.385
Re 0.551 0.008 0.209  1.403
C 0.699 2.902 -1.745  0.038
H 0.013 3.455 -1.084  0.001
H 1.390 3.611 -2.215  0.004
C -2.217 1.526 1.619  0.006
H -2.082 2.534 1.196  0.004
H -2.733 1.614 2.581  0.000
P 1.695 1.802 -0.601  -0.041
P -0.457 0.929 1.965  0.020
C -0.784 -0.112 3.435  0.021
H 0.168 -0.475 3.842  0.000
H -1.297 0.489 4.197  -0.001
H -1.402 -0.973 3.157  -0.004
C 0.200 2.424 2.799  0.009
H -0.364 2.607 3.724  0.000
H 1.256 2.267 3.057  0.001
H 0.114 3.300 2.146  -0.003
C 3.015 1.234 -1.729  0.023
H 3.387 2.080 -2.320  0.000
H 3.833 0.804 -1.137  0.002
H 2.617 0.463 -2.399  -0.007
C 2.599 3.030 0.401  0.024
H 3.283 2.507 1.083  0.000
H 3.185 3.679 -0.263  0.001
H 1.912 3.643 0.994  -0.004
C 2.155 -0.312 1.221  -0.020
O 3.134 -0.499 1.851  0.067
H -0.973 -1.504 -1.766  0.058
F 4.091 -5.463 2.674  0.001
C 3.073 -4.707 2.218  0.009
C 3.082 -4.257 0.896  -0.004
F 4.100 -4.589 0.075  0.000
C 2.038 -3.460 0.436  -0.014
F 2.094 -2.961 -0.823  0.001
C 0.961 -3.127 1.266  0.030
S -0.346 -2.075 0.710  0.378
C 0.952 -3.625 2.579  0.022
F -0.071 -3.315 3.410  0.002
C 2.008 -4.392 3.064  -0.004
F 2.004 -4.815 4.344  0.000

Calculated values
Total energy ... -76003.96578 eV
Frontier orbital gap (spin up / spin down) ... 0.263 / 0.204 Ha
Energy relative to the best compared isomer or geometry (same formula, charge and spin) ... 0.0 kJ/mol
Spin multiplicity ... 4
Net charge ... +2
E_HOMO (spin up / spin down) ... -14.5 / -14.7 eV
Strongest force on any atom ... 4.95 eV Å⁻¹

Record 3
ORCA calculation (ωB97M-V/def2-TZVPD) on the ion C5H10N with charge +1.

Each line ends with the Löwdin charge.
Atoms and positions in Å:
C 1.540 1.318 -1.341  0.270
N 0.889 0.097 -1.136  0.112
C 0.544 -0.385 0.179  -0.336
C 1.204 -1.362 0.758  0.149
C -0.622 0.308 0.732  -0.216
C -2.081 -0.247 0.378  -0.082
H 1.530 1.669 -2.504  0.180
H 1.838 1.980 -0.528  0.120
H 0.854 -0.485 -1.924  0.145
H 1.037 -1.735 1.750  0.099
H 2.064 -1.762 0.321  0.069
H -0.759 1.362 0.520  0.109
H -0.632 0.299 1.782  0.097
H -2.258 -1.342 0.761  0.108
H -2.918 0.302 0.969  0.101
H -2.229 -0.014 -0.716  0.075

Calculated values
Total energy ... -6827.64422 eV
Frontier orbital gap ... 0.304 Ha
Energy relative to the best compared isomer or geometry (same formula, charge and spin) ... 246.8 kJ/mol
Net charge ... +1
E_HOMO ... -14.5 eV
Strongest force on any atom ... 7.30 eV Å⁻¹

Record 4
ORCA calculation (ωB97M-V/def2-TZVPD) on the molecule C14H14N4OS.

Each line ends with the Löwdin charge.
Atoms and positions in Å:
N -4.341 -0.978 -4.215  0.051
C -3.225 -1.109 -3.381  -0.594
C -1.976 -1.096 -3.908  -0.176
C -1.001 -1.042 -2.976  -0.142
C -1.395 -1.118 -1.619  -0.418
C -0.607 -0.852 -0.397  -0.315
N 0.694 -0.500 -0.607  0.199
C 1.260 -0.226 0.546  -0.322
N 2.492 0.310 0.377  0.020
C 2.730 1.743 0.719  -0.167
C 2.011 2.648 -0.237  -0.249
O 1.961 2.201 -1.593  -0.095
C 0.781 -0.535 1.813  -0.134
C 1.648 -0.369 2.951  -0.007
C 1.036 -0.336 4.232  -0.081
C -0.368 -0.652 4.403  -0.042
C -1.114 -1.043 3.214  0.033
C -0.522 -0.930 1.877  -0.248
N -1.245 -1.146 0.767  0.145
S -3.181 -1.159 -1.606  1.043
H -5.219 -0.823 -3.764  0.073
H -4.213 -0.522 -5.133  0.110
H -1.922 -0.923 -4.977  0.117
H 0.011 -0.969 -3.284  0.100
H 2.965 -0.007 -0.446  0.128
H 2.478 1.972 1.822  0.135
H 3.836 1.888 0.717  0.123
H 0.971 2.751 0.103  0.121
H 2.530 3.564 -0.289  0.103
H 1.626 1.278 -1.783  0.085
H 2.791 -0.071 2.849  0.150
H 1.508 -0.022 5.150  0.086
H -0.843 -0.606 5.338  0.073
H -2.158 -1.321 3.338  0.096

Calculated values
Total energy ... -33586.71457 eV
Frontier orbital gap ... 0.267 Ha
Energy relative to the best compared isomer or geometry (same formula, charge and spin) ... 195.3 kJ/mol
E_HOMO ... -7.3 eV
Strongest force on any atom ... 5.46 eV Å⁻¹

Record 5
ORCA calculation (ωB97M-V/def2-TZVPD) on the molecule C23H27BrN2O2S.

Each line ends with the Löwdin charge.
Atoms and positions in Å:
C 5.006 0.620 -3.026  -0.046
C 4.953 -0.147 -1.741  -0.271
C 6.043 -0.882 -1.293  -0.056
C 5.966 -1.599 -0.111  -0.083
C 4.810 -1.578 0.643  -0.033
C 3.717 -0.828 0.215  -0.270
N 2.541 -0.870 0.979  0.041
C 1.670 0.159 1.209  -0.762
S 2.040 1.715 0.788  0.745
N 0.508 -0.159 1.845  -0.103
C 0.024 -1.519 2.015  -0.088
C -0.716 -2.018 0.793  -0.199
C -0.070 -2.167 -0.429  -0.031
C -0.780 -2.535 -1.560  -0.058
C -2.146 -2.745 -1.498  -0.123
C -2.780 -2.611 -0.276  -0.670
Br -4.677 -2.834 -0.162  0.728
C -2.080 -2.269 0.868  -0.110
C -0.406 0.892 2.248  -0.169
C -1.654 1.028 1.365  -0.299
C -1.297 1.283 -0.099  -0.154
C -2.564 1.353 -0.946  -0.129
C -3.485 2.465 -0.432  -0.233
C -4.753 2.562 -1.270  -0.507
O -5.068 3.544 -1.877  0.125
O -5.526 1.464 -1.295  0.116
C -3.820 2.247 1.048  -0.137
C -2.539 2.165 1.874  -0.148
C 3.788 -0.136 -0.986  -0.037
H 4.699 1.651 -2.861  0.084
H 6.009 0.614 -3.444  0.074
H 4.324 0.183 -3.755  0.084
H 6.954 -0.897 -1.871  0.107
H 6.814 -2.176 0.227  0.103
H 4.752 -2.134 1.569  0.108
H 2.523 -1.638 1.637  0.129
H 0.844 -2.202 2.252  0.122
H -0.653 -1.516 2.874  0.131
H 0.990 -1.984 -0.506  0.105
H -0.267 -2.644 -2.503  0.111
H -2.709 -3.005 -2.380  0.104
H -2.602 -2.190 1.811  0.110
H -0.716 0.692 3.280  0.131
H 0.150 1.831 2.229  0.064
H -2.230 0.100 1.424  0.120
H -0.656 0.484 -0.476  0.100
H -0.743 2.218 -0.178  0.107
H -2.303 1.546 -1.988  0.131
H -3.070 0.382 -0.905  0.108
H -2.969 3.424 -0.538  0.158
H -5.165 0.739 -0.766  0.090
H -4.442 3.070 1.405  0.128
H -4.388 1.320 1.179  0.120
H -2.792 2.002 2.924  0.120
H -1.995 3.108 1.802  0.129
H 2.936 0.425 -1.334  0.081

Calculated values
Total energy ... -112243.71104 eV
Frontier orbital gap ... 0.311 Ha
Energy relative to the best compared isomer or geometry (same formula, charge and spin) ... 9.0 kJ/mol
E_HOMO ... -8.1 eV
Strongest force on any atom ... 0.83 eV Å⁻¹